# 1
{"formula": "C36H68FN5O7S", "method": "the ωB97M-V functional and the def2-TZVPD basis", "e_tot_ev": -73765.141, "multiplicity": 1, "smiles": "CCOCC[C@@](C#N)(CCF)[C@@](S)(C#N)CCc1ccccc1.COCCNCCOC.COCCNCCOC.COCCNCCOC", "fmax_ev_per_a": 1.0, "homo_lumo_gap_ev": 8.94, "species": ["C", "C", "O", "C", "C", "C", "C", "N", "C", "C", "F", "C", "S", "C", "N", "C", "C", "C", "C", "C", "C", "C", "C", "H", "H", "H", "H", "H", "H", "H", "H", "H", "H", "H", "H", "H", "H", "H", "H", "H", "H", "H", "H", "H", "H", "H", "C", "O", "C", "C", "N", "C", "C", "O", "C", "H", "H", "H", "H", "H", "H", "H", "H", "H", "H", "H", "H", "H", "H", "H", "C", "O", "C", "C", "N", "C", "C", "O", "C", "H", "H", "H", "H", "H", "H", "H", "H", "H", "H", "H", "H", "H", "H", "H", "C", "O", "C", "C", "N", "C", "C", "O", "C", "H", "H", "H", "H", "H", "H", "H", "H", "H", "H", "H", "H", "H", "H", "H"], "positions_angstrom": [[4.48141, -1.25848, 2.71804], [3.89533, -0.32335, 1.69245], [2.64169, 0.16936, 2.17793], [1.97178, 1.00594, 1.25365], [0.59259, 0.46197, 0.88769], [-0.55466, 0.81167, 1.85628], [-0.05603, 1.09014, 3.20362], [0.34779, 1.28467, 4.25213], [-1.28310, 2.11604, 1.41131], [-0.37104, 3.19470, 0.85129], [-1.18879, 4.29956, 0.59258], [-1.59471, -0.37940, 1.98716], [-3.28232, 0.14773, 2.54474], [-1.82219, -0.86465, 0.63590], [-1.99767, -1.26325, -0.41826], [-1.17748, -1.50485, 2.95092], [0.19855, -2.14601, 2.76294], [0.34738, -3.07547, 1.57418], [1.55421, -3.11239, 0.87137], [1.73769, -3.93634, -0.23660], [0.68547, -4.74114, -0.66084], [-0.52434, -4.73439, 0.02761], [-0.68775, -3.90402, 1.13428], [5.43735, -1.63924, 2.36367], [4.58546, -0.76409, 3.67875], [3.80608, -2.10200, 2.83172], [4.54075, 0.53399, 1.49746], [3.69903, -0.88248, 0.77180], [1.91916, 2.01087, 1.67069], [2.56480, 1.08964, 0.34253], [0.71166, -0.61007, 0.77314], [0.36041, 0.82531, -0.10797], [-1.77250, 2.58399, 2.25459], [-2.00220, 1.89125, 0.62992], [0.37936, 3.52990, 1.56211], [0.06594, 2.92535, -0.10344], [-2.89487, 1.02695, 3.47819], [-1.93884, -2.27564, 2.90208], [-1.22482, -1.12195, 3.96481], [0.99548, -1.40842, 2.73562], [0.38197, -2.74198, 3.65792], [2.34406, -2.46059, 1.21713], [2.67976, -3.93431, -0.76145], [0.79218, -5.37465, -1.52999], [-1.33811, -5.36626, -0.29258], [-1.64874, -3.91370, 1.62729], [-3.40478, -3.12905, -2.45070], [-3.79834, -3.51481, -3.75830], [-4.97600, -4.30631, -3.81353], [-6.12811, -3.53235, -4.41971], [-6.58137, -2.47231, -3.52834], [-7.51703, -1.52550, -4.13004], [-7.04322, -0.68975, -5.31556], [-6.05623, 0.27345, -4.99987], [-4.72338, -0.20420, -4.96383], [-2.41548, -2.68985, -2.51650], [-4.08060, -2.38046, -2.02661], [-3.36092, -3.99450, -1.78157], [-5.24059, -4.69275, -2.82468], [-4.75765, -5.16256, -4.45922], [-6.96050, -4.21769, -4.60728], [-5.78515, -3.14478, -5.38834], [-5.77793, -1.96013, -3.18994], [-7.81882, -0.83182, -3.34140], [-8.41635, -2.07434, -4.42827], [-7.90552, -0.11816, -5.66926], [-6.71762, -1.30822, -6.16089], [-4.55544, -1.00255, -5.69080], [-4.44596, -0.55149, -3.96508], [-4.06872, 0.63211, -5.21082], [8.31360, -8.04448, 1.74101], [9.10002, -7.13512, 0.99554], [8.78577, -7.08148, -0.39059], [8.13509, -5.76416, -0.75714], [6.79464, -5.65690, -0.19456], [6.19398, -4.33033, -0.29658], [6.87401, -3.16418, 0.41477], [6.82354, -3.22721, 1.82877], [7.82404, -4.02252, 2.44268], [8.76057, -8.12798, 2.73023], [7.28185, -7.69552, 1.85879], [8.30461, -9.03456, 1.27678], [8.15714, -7.92632, -0.68590], [9.73045, -7.16192, -0.93564], [8.06928, -5.69152, -1.84673], [8.79936, -4.96370, -0.40499], [6.82349, -5.92418, 0.78008], [5.17935, -4.41000, 0.10392], [6.09582, -4.07893, -1.35773], [6.31995, -2.25977, 0.14311], [7.90395, -3.00410, 0.07579], [8.76475, -3.99633, 1.88854], [7.49394, -5.05702, 2.56464], [7.99712, -3.61770, 3.44007], [-4.93999, 11.44064, 0.39028], [-4.47536, 10.73160, 1.52179], [-5.12981, 9.48902, 1.74908], [-4.20538, 8.31967, 1.48174], [-3.91130, 8.18472, 0.06138], [-2.84436, 7.23512, -0.25385], [-1.44350, 7.50923, 0.28242], [-0.80161, 8.63455, -0.29375], [-1.13271, 9.88608, 0.27616], [-4.50016, 12.43611, 0.42530], [-4.63515, 10.96351, -0.54744], [-6.02930, 11.53903, 0.40313], [-6.04435, 9.41064, 1.15417], [-5.41552, 9.46815, 2.80473], [-4.68559, 7.40124, 1.83272], [-3.29877, 8.47672, 2.08147], [-3.65746, 9.08999, -0.31010], [-2.77415, 7.18894, -1.34337], [-3.15629, 6.24249, 0.08448], [-0.82724, 6.65095, 0.01304], [-1.41764, 7.57186, 1.37728], [-1.33317, 9.80780, 1.34762], [-1.98985, 10.34389, -0.22578], [-0.27937, 10.54971, 0.13173]], "atomic_forces_ev_per_a": [[-0.18, 0.14, -0.27], [-0.51, 0.05, 0.30], [-0.04, -0.10, 0.00], [0.20, 0.02, 0.06], [0.55, -0.12, -0.10], [-0.69, 0.45, 0.18], [0.09, -0.45, -0.61], [0.21, 0.31, 0.94], [0.72, 0.06, -0.44], [-0.41, 0.21, 0.06], [-0.02, 0.01, 0.02], [-0.03, 0.45, 0.44], [-0.16, 0.11, -0.17], [0.01, -0.10, 0.45], [-0.15, -0.14, -0.81], [0.56, -0.31, -0.12], [0.00, -0.43, -0.13], [-0.19, -0.08, -0.44], [-0.19, -0.03, 0.05], [-0.51, 0.10, 0.33], [-0.07, -0.04, 0.03], [0.44, 0.38, 0.27], [0.19, -0.18, -0.21], [0.02, 0.03, 0.20], [0.11, 0.05, 0.10], [-0.01, -0.19, 0.18], [0.21, -0.02, -0.18], [0.22, 0.16, -0.27], [-0.05, 0.12, 0.13], [0.00, -0.05, -0.18], [-0.11, -0.16, 0.04], [-0.34, 0.04, -0.10], [-0.38, -0.12, 0.12], [-0.25, -0.14, 0.01], [0.18, -0.05, 0.03], [0.27, -0.07, -0.04], [0.16, -0.11, 0.11], [-0.20, -0.04, -0.05], [-0.06, 0.31, 0.08], [0.05, 0.12, 0.11], [0.01, 0.00, 0.17], [0.16, -0.02, -0.07], [0.11, -0.02, -0.09], [0.09, -0.03, -0.05], [-0.08, -0.05, -0.07], [-0.05, 0.06, 0.14], [-0.03, -0.04, -0.25], [-0.03, -0.02, 0.20], [0.03, -0.12, -0.24], [0.03, 0.18, 0.12], [0.03, 0.03, -0.15], [0.07, -0.03, 0.22], [-0.20, 0.08, -0.10], [0.06, -0.10, -0.01], [-0.02, 0.22, 0.06], [0.02, 0.01, -0.05], [0.00, -0.04, 0.10], [-0.02, 0.02, 0.05], [-0.01, 0.09, 0.05], [-0.01, -0.01, 0.02], [-0.02, 0.01, -0.02], [-0.01, -0.11, -0.07], [0.03, -0.02, 0.02], [-0.05, 0.01, -0.03], [0.01, -0.01, -0.06], [0.01, 0.01, 0.01], [0.10, -0.06, 0.07], [-0.02, -0.07, 0.04], [0.04, -0.13, -0.04], [-0.04, 0.01, -0.03], [0.09, 0.09, 0.03], [-0.17, -0.09, 0.04], [0.22, 0.09, -0.13], [-0.14, 0.01, 0.19], [0.12, 0.12, 0.02], [-0.12, -0.21, 0.06], [-0.11, 0.18, -0.10], [0.22, -0.19, -0.11], [-0.15, 0.10, 0.18], [0.03, 0.03, -0.01], [-0.04, -0.08, -0.05], [-0.04, -0.01, 0.00], [-0.08, 0.03, 0.06], [-0.01, -0.03, 0.00], [-0.01, 0.02, -0.01], [0.09, -0.01, -0.09], [0.00, -0.03, 0.01], [-0.01, 0.05, -0.02], [0.05, 0.03, -0.01], [0.00, 0.00, 0.02], [0.05, -0.12, 0.04], [-0.01, -0.05, -0.06], [0.11, -0.06, -0.08], [-0.01, 0.05, -0.03], [0.10, 0.01, 0.08], [-0.08, 0.02, -0.17], [0.03, -0.07, 0.27], [0.10, 0.10, -0.20], [0.10, 0.00, 0.11], [-0.16, 0.11, -0.13], [0.11, -0.18, -0.04], [-0.07, 0.05, 0.10], [0.14, 0.01, -0.18], [0.02, -0.01, 0.04], [-0.10, -0.01, -0.03], [-0.02, -0.01, -0.04], [0.05, 0.01, -0.10], [-0.02, 0.01, -0.01], [0.02, -0.02, 0.00], [-0.05, -0.04, 0.12], [-0.01, 0.03, 0.00], [0.03, -0.06, 0.00], [0.03, 0.00, 0.05], [0.01, 0.01, -0.02], [-0.08, 0.12, 0.01], [-0.08, -0.02, 0.01], [-0.08, 0.02, 0.12], [0.02, -0.04, 0.00]]}

---

# 2
{"formula": "C36H69O9PS8", "method": "the ωB97M-V functional and the def2-TZVPD basis", "e_tot_ev": -152841.796, "multiplicity": 1, "fmax_ev_per_a": 1.5, "homo_lumo_gap_ev": 7.02, "species": ["C", "C", "C", "C", "C", "C", "C", "C", "C", "C", "C", "C", "C", "C", "C", "C", "P", "S", "C", "C", "C", "O", "C", "C", "C", "O", "H", "H", "H", "H", "H", "H", "H", "H", "H", "H", "H", "H", "H", "H", "H", "H", "H", "H", "H", "H", "H", "H", "H", "H", "H", "H", "H", "C", "S", "O", "C", "H", "H", "H", "H", "H", "H", "C", "S", "O", "C", "H", "H", "H", "H", "H", "H", "C", "S", "O", "C", "H", "H", "H", "H", "H", "H", "C", "S", "O", "C", "H", "H", "H", "H", "H", "H", "C", "S", "O", "C", "H", "H", "H", "H", "H", "H", "C", "S", "O", "C", "H", "H", "H", "H", "H", "H", "C", "S", "O", "C", "H", "H", "H", "H", "H", "H"], "positions_angstrom": [[2.74956, -5.12788, 1.17699], [3.08698, -4.41080, 0.27186], [3.45560, -3.39533, -0.75589], [2.49220, -2.20384, -0.67530], [1.45330, -2.11701, -1.64050], [1.16998, -3.10281, -2.77376], [0.94409, -4.57929, -2.38357], [-0.14411, -4.76664, -1.31222], [-0.54983, -6.28153, -1.28739], [0.53115, -7.21075, -0.68098], [0.20506, -7.76496, 0.73865], [-0.72676, -6.87137, 1.59172], [-0.68042, -7.21706, 3.09534], [-1.78635, -6.38755, 3.81916], [0.61023, -0.98864, -1.58066], [0.77559, 0.01354, -0.61295], [-0.39957, 1.43099, -0.76144], [0.43279, 2.87247, -1.78404], [1.78830, -0.06517, 0.36618], [2.64763, -1.20916, 0.31874], [3.72988, -1.30203, 1.37726], [4.42173, -2.27681, 1.55508], [3.95672, -0.13163, 2.31096], [3.14360, 0.92399, 2.31683], [1.96472, 1.02540, 1.38102], [1.24447, 1.99323, 1.48168], [2.44935, -5.70404, 2.02966], [4.46572, -3.02667, -0.49978], [3.51685, -3.80366, -1.76615], [1.93019, -2.99425, -3.56594], [0.22653, -2.77476, -3.23866], [1.84124, -5.12197, -2.06926], [0.59092, -5.09041, -3.29599], [0.23004, -4.54031, -0.30121], [-1.08010, -4.22469, -1.51617], [-1.54542, -6.42068, -0.85211], [-0.65395, -6.56868, -2.34897], [0.64349, -8.08295, -1.34723], [1.52268, -6.74476, -0.64834], [1.16655, -7.82913, 1.28359], [-0.16550, -8.80088, 0.70362], [-0.50534, -5.81094, 1.39034], [-1.75530, -7.02725, 1.22068], [-0.86908, -8.29417, 3.19604], [0.31304, -6.92605, 3.46601], [-1.56151, -5.32560, 3.65873], [-2.73743, -6.60660, 3.31293], [-1.82044, -6.65955, 4.87891], [-0.17901, -0.88117, -2.32665], [-1.53573, 0.87875, -1.39248], [-0.76934, 1.81220, 0.54259], [4.78432, -0.19150, 3.01597], [3.30290, 1.74471, 3.01799], [2.72151, 8.05650, -0.25292], [1.22901, 7.10689, 0.03768], [0.53194, 7.74349, 1.19379], [2.04375, 5.62494, 0.64912], [2.42915, 9.03892, -0.60564], [3.28596, 8.15132, 0.67660], [3.32425, 7.56776, -1.01675], [2.65359, 5.87292, 1.51929], [2.66370, 5.20044, -0.14041], [1.27944, 4.90300, 0.93153], [-4.87357, -3.60761, -4.07249], [-3.73749, -3.14263, -2.75684], [-3.45509, -4.36914, -1.96306], [-4.89921, -2.16027, -1.80775], [-4.34619, -4.26806, -4.75846], [-5.73207, -4.12972, -3.64911], [-5.19727, -2.71296, -4.60495], [-5.75119, -2.77728, -1.52246], [-5.23110, -1.30577, -2.40056], [-4.39082, -1.80987, -0.91502], [-5.65918, -4.15582, 3.00457], [-5.83497, -3.53364, 1.32780], [-4.91683, -2.36413, 1.20430], [-7.49889, -2.88247, 1.54150], [-4.66187, -4.57824, 3.11082], [-5.78471, -3.34256, 3.71954], [-6.40341, -4.93281, 3.18154], [-7.50830, -2.14992, 2.34929], [-8.18141, -3.70230, 1.76549], [-7.79951, -2.40373, 0.61079], [-3.25471, -0.81508, 3.57592], [-2.72219, -2.48558, 3.96643], [-3.42594, -2.89569, 5.21450], [-1.03780, -2.04646, 4.42258], [-4.30541, -0.85403, 3.29831], [-3.12420, -0.17465, 4.44947], [-2.67281, -0.43743, 2.73520], [-1.05260, -1.32568, 5.24073], [-0.52605, -1.62701, 3.55549], [-0.52632, -2.95264, 4.74278], [1.92746, 12.10944, -2.38365], [1.84419, 10.58654, -3.33468], [2.89723, 9.67607, -2.80227], [2.47344, 11.27999, -4.87099], [1.60942, 11.88891, -1.36577], [2.95153, 12.48438, -2.37693], [1.25441, 12.84678, -2.82109], [3.46241, 11.70819, -4.70480], [1.78467, 12.04383, -5.23254], [2.54099, 10.47649, -5.60202], [-1.91224, 9.23577, 2.35760], [-2.11241, 9.80365, 0.66716], [-1.35787, 11.08201, 0.53627], [-3.85524, 10.23475, 0.81944], [-0.87146, 8.95228, 2.49049], [-2.17252, 10.04018, 3.04776], [-2.55030, 8.36769, 2.52534], [-3.98665, 10.97203, 1.61232], [-4.43225, 9.33587, 1.03827], [-4.18467, 10.65586, -0.12886], [7.69398, -1.74902, -3.59672], [7.12325, -1.30599, -1.95017], [6.11267, -2.32405, -1.54924], [6.21729, 0.16559, -2.44825], [8.25419, -2.67891, -3.52045], [6.83876, -1.88979, -4.25828], [8.34469, -0.96217, -3.97856], [5.45746, -0.09975, -3.18414], [6.91159, 0.89529, -2.86531], [5.73883, 0.58402, -1.56425]], "atomic_forces_ev_per_a": [[0.01, 0.18, -0.04], [-0.06, 0.23, -0.31], [0.31, 0.18, 1.07], [-0.07, -0.40, -0.45], [-0.27, 0.94, 0.28], [0.08, -0.06, 0.24], [-0.53, 0.17, -0.03], [-0.32, -1.41, 0.24], [0.60, 0.35, -0.81], [-0.55, -0.77, 0.16], [0.67, 0.54, 0.41], [-0.12, -0.73, -0.50], [-0.71, 1.08, -0.74], [0.81, -0.76, -0.62], [0.69, -0.14, 0.55], [-0.75, -0.01, 0.30], [1.28, 0.49, -0.16], [-0.28, -0.02, 0.00], [-0.13, -0.85, -0.83], [-0.26, 0.67, 0.14], [0.20, 0.29, 0.46], [-0.02, -0.01, -0.12], [-0.63, 0.10, -0.50], [-0.14, -0.24, -0.25], [1.16, -0.24, 0.62], [-0.29, -0.06, -0.30], [0.12, 0.04, -0.35], [-0.55, -0.37, -0.27], [-0.22, 0.02, 0.18], [-0.03, -0.15, 0.34], [0.29, -0.01, 0.13], [-0.01, 0.32, -0.08], [0.15, 0.18, 0.21], [-0.07, 0.39, -0.36], [0.49, 0.20, -0.01], [0.32, 0.06, 0.09], [-0.19, 0.07, 0.31], [0.04, 0.26, 0.19], [-0.34, 0.19, -0.06], [-0.27, -0.11, -0.16], [-0.13, 0.35, -0.06], [0.06, -0.23, 0.32], [0.22, 0.14, 0.25], [0.28, 0.22, 0.23], [-0.20, -0.43, 0.17], [-0.17, -0.15, 0.34], [0.08, 0.09, 0.41], [-0.23, 0.36, -0.16], [0.14, -0.05, 0.21], [0.10, -0.16, 0.31], [-0.39, -0.42, -0.32], [-0.10, -0.28, -0.29], [-0.26, -0.10, -0.28], [0.12, -0.03, 0.28], [0.06, -0.04, -0.19], [0.05, -0.07, 0.12], [0.03, -0.05, 0.17], [-0.02, -0.04, -0.08], [-0.09, -0.09, 0.05], [-0.07, 0.04, -0.07], [-0.03, 0.09, -0.01], [-0.07, 0.01, -0.05], [-0.03, 0.02, -0.08], [-0.09, -0.04, -0.04], [0.04, 0.05, 0.01], [-0.09, 0.00, -0.08], [-0.04, 0.18, -0.21], [0.05, 0.02, 0.05], [0.04, 0.00, 0.06], [0.03, 0.01, 0.02], [0.04, -0.07, -0.02], [0.04, -0.05, -0.07], [0.00, -0.10, 0.06], [-0.04, -0.04, 0.04], [0.04, -0.19, 0.11], [-0.11, 0.13, 0.26], [-0.06, 0.11, 0.05], [0.01, 0.03, -0.06], [0.04, 0.02, -0.03], [0.00, -0.01, -0.06], [0.06, -0.01, 0.00], [0.03, -0.02, -0.02], [0.05, -0.02, -0.01], [-0.04, 0.17, 0.12], [0.06, -0.02, -0.14], [0.01, 0.10, -0.01], [0.09, 0.06, 0.09], [0.04, -0.10, -0.08], [0.05, -0.07, 0.03], [-0.02, -0.06, -0.04], [-0.06, -0.02, 0.00], [-0.03, -0.03, -0.03], [-0.06, -0.03, -0.02], [0.08, 0.07, 0.07], [-0.10, -0.02, -0.02], [0.02, 0.19, -0.15], [0.09, 0.08, -0.06], [-0.06, -0.06, -0.04], [0.01, -0.06, -0.04], [-0.03, -0.04, 0.00], [-0.01, -0.03, 0.06], [-0.02, -0.02, 0.02], [-0.03, -0.04, 0.06], [0.02, 0.10, 0.23], [0.14, -0.16, -0.04], [-0.09, 0.03, 0.03], [-0.09, 0.10, 0.06], [-0.01, -0.04, -0.15], [-0.06, 0.04, -0.09], [0.02, -0.01, -0.06], [0.05, 0.00, -0.01], [0.03, -0.02, -0.02], [0.06, -0.02, -0.01], [-0.02, -0.02, -0.12], [0.08, 0.06, 0.05], [0.11, 0.15, -0.20], [-0.08, 0.04, -0.07], [-0.02, 0.01, 0.07], [-0.03, 0.01, 0.06], [0.01, 0.01, 0.04], [0.01, -0.06, 0.02], [0.02, -0.01, 0.03], [0.04, -0.05, 0.03]]}

---

What is the multiplicity in the second record? 1